1.
{
  "formula": "C27H24BCrN2O2PS",
  "method": "ωB97M-V/def2-TZVPD",
  "charge": -1,
  "e_homo_ha": [-0.0943, -0.1501],
  "s2": 8.960,
  "de_lowest_ev": 1.376,
  "multiplicity": 6,
  "lumo_ev": [2.514, 2.268],
  "orbital_gap_ev": [5.1, 6.4],
  "species": ["Cr", "S", "P", "O", "O", "N", "N", "C", "C", "C", "C", "C", "C", "C", "C", "C", "C", "C", "C", "C", "C", "C", "C", "C", "C", "C", "C", "C", "C", "C", "C", "C", "C", "C", "B", "H", "H", "H", "H", "H", "H", "H", "H", "H", "H", "H", "H", "H", "H", "H", "H", "H", "H", "H", "H", "H", "H", "H", "H"],
  "xyz": [[0.15, 0.07, -1.33], [-1.71, 2.83, -0.27], [0.08, 0.49, 1.01], [2.42, -0.07, -1.47], [-2.56, 0.08, -1.97], [-0.23, 0.36, -3.44], [0.08, -1.91, -1.71], [-2.05, -1.01, 1.92], [-3.27, -1.29, 2.54], [0.66, -0.16, -5.59], [1.08, -1.58, 2.92], [-0.58, 0.03, -6.15], [-1.42, 0.56, -3.98], [-2.51, 1.00, -3.05], [0.11, -3.01, -2.05], [0.79, 0.01, -4.22], [-1.47, 0.26, 1.99], [2.54, 3.87, 3.05], [-3.36, 0.98, 3.33], [-2.15, 1.26, 2.70], [0.98, 2.04, 3.19], [3.34, -1.71, 1.22], [2.19, -2.37, 3.26], [1.87, 2.68, 1.06], [1.10, -0.87, 1.75], [1.04, 1.86, 1.81], [1.72, 3.05, 3.81], [1.92, -0.23, -0.32], [-0.61, 1.68, -0.46], [2.19, -0.95, 0.85], [-1.63, 0.40, -5.34], [-3.92, -0.29, 3.25], [3.31, -2.41, 2.41], [2.62, 3.68, 1.68], [0.11, -4.51, -2.57], [1.52, -0.47, -6.18], [4.16, -3.02, 2.69], [-0.73, -0.11, -7.22], [-0.01, -5.25, -1.60], [-2.25, 1.99, -2.68], [1.17, -4.70, -3.15], [-1.74, 2.25, 2.75], [-3.70, -2.28, 2.47], [3.12, 4.65, 3.53], [-4.87, -0.50, 3.74], [-3.88, 1.77, 3.87], [1.66, 3.17, 4.88], [-1.54, -1.79, 1.37], [1.73, -0.16, -3.70], [1.94, 2.55, -0.01], [3.27, 4.32, 1.08], [4.19, -1.75, 0.55], [-2.63, 0.56, -5.74], [-0.85, -4.62, -3.33], [2.19, -2.95, 4.19], [0.23, -1.51, 3.59], [0.37, 1.38, 3.79], [-3.45, 1.06, -3.58], [-2.74, 0.56, -1.16]]
}

2.
{
  "formula": "C12H17ClIMoNOP",
  "method": "ωB97M-V/def2-TZVPD",
  "charge": 3,
  "e_homo_ha": [-0.6695, -0.6744],
  "s2": 2.365,
  "multiplicity": 3,
  "lumo_ev": [-12.203, -14.537],
  "orbital_gap_ev": [6.0, 3.8],
  "species": ["I", "Mo", "Cl", "P", "O", "N", "C", "C", "C", "C", "C", "C", "C", "C", "C", "C", "C", "C", "H", "H", "H", "H", "H", "H", "H", "H", "H", "H", "H", "H", "H", "H", "H", "H", "H"],
  "xyz": [[-1.26, 3.29, 1.17], [0.27, 1.03, 0.82], [2.12, -0.39, 1.30], [0.88, 0.89, -1.39], [-2.53, 1.07, -1.00], [-0.64, -0.74, 1.26], [-2.00, -5.11, 2.96], [0.09, 1.82, -2.75], [-4.09, -3.88, 2.66], [1.24, 2.85, 1.79], [1.01, -0.73, -2.23], [-1.22, -1.72, 1.54], [-3.37, -2.78, 2.15], [-1.51, 1.06, -0.38], [-1.29, -4.02, 2.45], [-3.40, -5.03, 3.01], [-1.95, -2.86, 2.01], [2.59, 1.54, -1.52], [-0.90, 1.42, -2.98], [-1.45, -6.00, 3.29], [-3.86, -1.86, 1.87], [1.79, 3.61, 1.22], [1.84, 1.92, 1.90], [2.88, 1.53, -2.58], [2.63, 2.56, -1.12], [1.53, -0.62, -3.19], [-3.96, -5.90, 3.32], [0.02, -1.14, -2.42], [3.25, 0.89, -0.92], [-0.18, -4.03, 2.41], [-5.17, -3.80, 2.75], [-0.04, 2.87, -2.49], [1.07, 3.24, 2.80], [0.70, 1.77, -3.66], [1.57, -1.42, -1.59]]
}

3.
{
  "formula": "C3H5NO3",
  "method": "ωB97M-V/def2-TZVPD",
  "e_homo_ha": -0.4285,
  "de_lowest_ev": 2.244,
  "multiplicity": 1,
  "smiles": "COC(=O)C#N.O",
  "lumo_ev": 0.134,
  "orbital_gap_ev": 11.8,
  "species": ["O", "O", "O", "N", "C", "C", "C", "H", "H", "H", "H", "H"],
  "xyz": [[0.24, 1.02, 0.12], [1.65, -0.75, 0.25], [-2.46, -0.67, 1.33], [-0.04, -0.53, -2.81], [0.82, -0.06, -0.35], [0.40, -0.32, -1.76], [0.29, 1.08, 1.59], [-0.20, 2.01, 1.91], [-2.90, 0.20, 1.16], [-2.24, -0.65, 2.25], [-0.21, 0.20, 2.07], [1.36, 0.99, 1.88]]
}

4.
{
  "formula": "C13H34O5",
  "method": "ωB97M-V/def2-TZVPD",
  "e_homo_ha": -0.3453,
  "multiplicity": 1,
  "smiles": "C1CCOC1.CC(C)O.CC(C)O.CC(C)O.O",
  "lumo_ev": 0.532,
  "orbital_gap_ev": 9.9,
  "species": ["O", "O", "O", "O", "O", "C", "C", "C", "C", "C", "C", "C", "C", "C", "C", "C", "C", "C", "H", "H", "H", "H", "H", "H", "H", "H", "H", "H", "H", "H", "H", "H", "H", "H", "H", "H", "H", "H", "H", "H", "H", "H", "H", "H", "H", "H", "H", "H", "H", "H", "H", "H"],
  "xyz": [[1.58, 3.34, -1.95], [0.85, -6.05, -0.11], [-5.49, 0.76, 1.64], [0.35, 0.80, -1.15], [-0.80, 0.43, -3.60], [1.55, -5.42, 0.98], [3.74, 3.50, -1.10], [-0.45, -5.53, -0.35], [1.26, 1.78, 0.90], [-3.68, -0.73, 1.19], [-4.15, 0.51, 1.97], [0.74, -0.74, 0.65], [1.20, 0.53, -0.04], [-3.34, 1.76, 1.72], [0.37, -4.84, 1.77], [2.87, 3.89, -2.26], [2.60, 5.38, -2.45], [-0.49, -4.31, 0.65], [-0.34, 0.40, -2.73], [-3.80, -0.68, 0.10], [2.13, 5.79, -1.55], [4.74, 3.95, -1.13], [2.18, -6.09, 1.57], [-4.13, 0.31, 3.05], [2.16, -4.69, 0.44], [0.60, -1.56, -0.05], [-0.20, -0.53, 1.18], [-6.05, 0.12, 2.10], [0.70, -4.01, 2.40], [-1.16, -6.31, -0.10], [3.30, 3.43, -3.16], [1.01, 3.38, -2.73], [-2.64, -1.04, 1.35], [-4.32, -1.58, 1.43], [2.24, 1.85, 1.38], [-2.28, 1.53, 1.81], [-1.44, 1.14, -3.52], [3.32, 3.73, -0.12], [0.94, 2.68, 0.39], [-0.08, -3.44, 0.16], [1.47, -1.04, 1.40], [-3.45, 2.15, 0.71], [-3.62, 2.59, 2.37], [0.51, 1.61, 1.68], [1.88, 5.54, -3.25], [-0.58, -5.14, -1.36], [-1.52, -4.15, 0.99], [3.87, 2.42, -1.15], [3.44, 6.04, -2.69], [0.38, 1.71, -1.46], [2.21, 0.34, -0.42], [-0.16, -5.52, 2.44]]
}

5.
{
  "formula": "CH3F3P",
  "method": "ωB97M-V/def2-TZVPD",
  "charge": 1,
  "e_homo_ha": -0.6994,
  "de_lowest_ev": 3.757,
  "multiplicity": 1,
  "lumo_ev": -8.556,
  "orbital_gap_ev": 10.5,
  "species": ["P", "F", "F", "F", "C", "H", "H", "H"],
  "xyz": [[-0.71, -0.14, -0.07], [-1.19, -1.03, 1.09], [-1.36, -0.96, -1.15], [-1.98, 1.68, -0.11], [1.08, 0.07, 0.04], [1.04, 0.89, 0.69], [1.47, -0.80, 0.48], [1.65, 0.29, -0.97]]
}